(1)
C34H44N2O2PtSe2 | ωB97M-V/def2-TZVPD

```
85
C34H44N2O2PtSe2 ωB97M-V/def2-TZVPD
Pt 0.252 -2.448 -2.135
C -3.354 0.956 3.069
C -3.524 -0.570 3.011
C -5.004 -0.952 3.149
C -2.766 -1.194 4.191
C -3.005 -1.053 1.666
C -1.868 -1.831 1.534
C -1.407 -2.202 0.284
Se 0.225 -3.302 0.256
C 1.651 -1.945 0.322
C 1.881 -1.330 1.534
C 2.848 -0.341 1.645
C 3.581 -0.045 0.499
C 3.435 -0.687 -0.719
C 2.430 -1.685 -0.844
O 2.219 -2.328 -1.956
C 4.328 -0.209 -1.862
C 4.069 1.290 -2.093
C 5.793 -0.432 -1.459
C 4.104 -0.921 -3.197
C 3.092 0.439 2.928
C 4.591 0.447 3.256
C 2.357 -0.169 4.127
C 2.595 1.876 2.713
C -2.105 -1.886 -0.910
O -1.712 -2.294 -2.086
C -3.288 -1.100 -0.769
C -3.676 -0.696 0.493
C -4.056 -0.687 -2.018
C -5.325 0.111 -1.694
C -3.160 0.205 -2.890
C -4.476 -1.942 -2.798
H -3.786 1.349 3.986
H -2.299 1.221 3.040
H -3.843 1.436 2.227
H -5.366 -0.723 4.149
H -5.621 -0.411 2.438
H -5.127 -2.017 2.974
H -3.214 -0.865 5.128
H -2.825 -2.280 4.152
H -1.721 -0.890 4.199
H -1.318 -2.167 2.400
H 1.279 -1.623 2.379
H 4.318 0.739 0.566
H 4.433 1.894 -1.266
H 4.576 1.618 -2.999
H 3.003 1.478 -2.210
H 6.019 0.025 -0.499
H 5.995 -1.498 -1.385
H 6.457 -0.007 -2.207
H 3.097 -0.744 -3.572
H 4.817 -0.531 -3.924
H 4.253 -1.992 -3.104
H 4.976 -0.570 3.277
H 5.156 1.014 2.523
H 4.762 0.903 4.229
H 2.652 -1.206 4.274
H 2.611 0.387 5.028
H 1.277 -0.121 4.002
H 3.085 2.329 1.856
H 1.522 1.884 2.533
H 2.807 2.480 3.591
H -4.552 -0.077 0.590
H -5.086 1.070 -1.238
H -5.867 0.305 -2.618
H -5.985 -0.449 -1.035
H -2.720 1.006 -2.295
H -2.356 -0.372 -3.343
H -3.749 0.654 -3.687
H -5.176 -2.535 -2.208
H -4.954 -1.662 -3.735
H -3.614 -2.559 -3.027
Se 0.448 -0.225 -4.554
N 0.452 -0.061 -2.800
C 0.236 1.213 -2.470
C 0.157 1.729 -1.165
C -0.004 3.079 -1.009
C -0.095 3.947 -2.116
C -0.032 3.478 -3.399
C 0.129 2.094 -3.608
N 0.203 1.497 -4.792
H 0.237 1.059 -0.322
H -0.055 3.492 -0.014
H -0.215 5.004 -1.933
H -0.100 4.129 -4.256
```

Output
energy above the lowest of the compared OMol25 structures with the same formula, charge and spin	0.394	eV
calculated total energy	-176985.502	eV
max |F|	0.03841	hartree/bohr
HOMO	-0.2723	Eh

(2)
C34H45BBr51N2O2S | ωB97M-V/def2-TZVPD

```
136
C34H45BBr51N2O2S ωB97M-V/def2-TZVPD
C 3.633 -0.514 2.492
C 2.205 -0.601 1.974
C 1.436 -1.842 2.334
N 1.674 0.309 1.246
C 1.435 1.671 1.744
S 1.110 1.600 3.623
O 2.408 2.568 1.419
B 1.672 3.879 1.226
C 2.486 5.154 0.656
C 3.801 5.530 1.351
C 3.721 5.799 2.862
C 4.057 4.583 3.752
N 2.976 4.408 4.743
O 0.547 3.406 0.385
C 0.070 2.324 1.142
C -0.842 1.399 0.369
C -2.318 1.635 0.637
C -3.208 1.427 -0.424
C -4.562 1.674 -0.250
C -5.088 2.120 0.954
C -4.215 2.304 2.025
C -4.725 2.756 3.371
C -2.855 2.054 1.851
H 4.245 0.111 1.852
H 3.632 -0.106 3.507
H 4.032 -1.528 2.563
H 0.804 -1.514 3.160
H 0.807 -2.170 1.509
H 2.075 -2.659 2.656
H -0.147 1.122 3.631
H 1.204 4.260 2.318
H 1.843 6.035 0.586
H 2.755 4.918 -0.389
H 4.149 6.465 0.894
H 4.592 4.801 1.165
H 4.488 6.547 3.092
H 2.777 6.247 3.168
H 5.017 4.710 4.252
H 4.081 3.694 3.112
H 3.014 3.475 5.133
H 2.098 4.490 4.242
H -0.345 2.825 2.019
H -0.687 1.667 -0.678
H -0.568 0.350 0.464
H -2.857 1.080 -1.387
H -5.251 1.522 -1.076
H -6.147 2.287 1.071
H -5.282 3.689 3.301
H -3.929 2.833 4.106
H -5.437 2.008 3.737
H -2.193 2.206 2.693
C -1.248 -3.542 -1.534
Br 0.060 -2.578 -0.497
Br -1.909 -5.095 -0.603
Br -2.632 -2.321 -2.082
H -0.783 -3.927 -2.430
C -1.166 6.646 -0.658
Br -0.887 7.772 0.879
Br -2.412 5.239 -0.291
Br -1.683 7.683 -2.203
H -0.218 6.177 -0.888
C 6.644 2.092 -1.647
Br 6.004 0.530 -2.559
Br 8.233 1.677 -0.636
Br 6.938 3.552 -2.868
H 5.879 2.400 -0.946
C -9.601 1.925 0.280
Br -8.691 2.887 1.677
Br -8.999 2.460 -1.468
Br -9.455 0.026 0.531
H -10.649 2.182 0.347
C -11.279 -0.842 -2.924
Br -11.975 -1.812 -1.415
Br -11.439 -1.855 -4.553
Br -12.080 0.900 -3.085
H -10.223 -0.690 -2.744
C 6.221 -3.670 -3.554
Br 7.802 -2.700 -4.049
Br 6.233 -4.146 -1.691
Br 4.602 -2.739 -4.041
H 6.232 -4.588 -4.120
C -1.248 11.903 -2.704
Br -0.930 13.770 -3.075
Br 0.389 10.897 -2.660
Br -2.272 11.662 -1.094
H -1.840 11.515 -3.520
C 10.709 -3.631 -7.245
Br 12.053 -2.650 -6.277
Br 10.115 -5.182 -6.266
Br 9.237 -2.504 -7.761
H 11.169 -3.989 -8.154
C 0.988 -5.253 4.589
Br 2.373 -3.956 4.914
Br 0.526 -5.413 2.726
Br 1.433 -6.971 5.345
H 0.105 -4.899 5.101
C 5.659 -4.673 7.012
Br 5.270 -6.216 5.929
Br 7.203 -4.951 8.130
Br 5.829 -3.081 5.944
H 4.813 -4.528 7.669
C -0.192 -2.884 -5.967
Br 1.215 -1.982 -4.997
Br -0.928 -4.414 -5.047
Br -1.591 -1.654 -6.453
H 0.251 -3.245 -6.883
C 3.889 -9.856 3.547
Br 3.499 -11.394 2.455
Br 5.432 -10.149 4.664
Br 4.063 -8.259 2.491
H 3.044 -9.711 4.204
C 2.767 -7.269 -3.358
Br 2.784 -8.097 -1.619
Br 4.143 -7.981 -4.508
Br 1.053 -7.454 -4.191
H 2.960 -6.214 -3.219
C -7.996 6.510 0.786
Br -6.085 6.334 0.675
Br -8.531 7.641 2.253
Br -8.760 7.101 -0.882
H -8.390 5.525 0.983
C -7.920 -1.416 4.529
Br -6.664 -0.086 3.929
Br -7.902 -1.616 6.445
Br -9.693 -1.047 3.869
H -7.610 -2.360 4.107
C -12.300 -5.537 -0.307
Br -11.755 -4.486 1.212
Br -10.785 -6.226 -1.270
Br -13.523 -6.936 0.199
H -12.830 -4.876 -0.978
C 11.042 -5.368 -11.236
Br 12.211 -5.799 -9.768
Br 9.202 -5.715 -10.793
Br 11.304 -3.558 -11.836
H 11.305 -6.020 -12.056
```

Output
charge	-1
calculated total energy	-3626737.639	eV
max |F|	0.05490	hartree/bohr
HOMO	-0.1869	Eh